Computed, not measured: a structure of composition C30H34ClN3O5 in a non-equilibrium geometry, with ωB97M-V with the def2-TZVPD basis set.

energy relative to the best compared isomer or geometry (same formula, charge and spin) = 2.2689 eV
LUMO = -0.0264 Eh
frontier orbital gap = 0.2208 hartree
E = -2164.0601 a.u.

```
73
Properties=species:S:1:pos:R:3:lowdin_charge:R:1
C -6.02481 -0.74955 -0.57723 -0.069
C -4.55196 -1.04996 -0.51228 -0.199
O -3.86608 0.21699 -0.35208 -0.006
C -2.52547 0.14673 -0.42179 -0.505
C -1.81585 1.50693 -0.48708 -0.451
Cl -1.01806 1.58282 -2.08760 0.824
C -2.72376 2.71726 -0.52176 -0.518
O -2.32883 3.79974 -0.06984 0.053
O -3.91585 2.64636 -1.10796 0.020
C -4.62151 3.89526 -0.87179 -0.205
C -6.01853 3.67206 -1.33877 -0.065
O -1.90337 -0.90069 -0.52867 0.078
H -6.57854 -1.67266 -0.76134 0.081
H -6.37788 -0.33082 0.36738 0.081
H -6.27918 -0.05950 -1.39019 0.081
H -4.30687 -1.68905 0.34468 0.132
H -4.22048 -1.52910 -1.43998 0.131
H -4.59717 4.13547 0.19836 0.134
H -4.11765 4.70113 -1.41750 0.136
H -6.60199 4.58060 -1.17910 0.085
H -6.04914 3.42975 -2.40077 0.084
H -6.48877 2.85591 -0.78428 0.081
C 5.01959 -2.83788 1.39083 -0.016
N 4.01267 -2.14138 0.62534 -0.040
C 4.17958 -1.89515 -0.70935 -0.364
O 5.12168 -2.28338 -1.39407 0.079
C 2.99311 -1.05191 -1.16915 -0.172
C 2.14734 -1.66384 -2.28280 -0.087
C 2.94908 -1.99405 -3.51703 -0.235
C 2.83728 -3.26052 -4.09836 -0.041
C 3.67633 -3.60777 -5.16074 -0.082
C 4.57133 -2.66369 -5.68451 -0.091
C 4.62737 -1.37211 -5.14094 -0.076
C 3.79585 -1.02887 -4.07100 -0.044
N 2.21597 -0.89916 0.06320 -0.014
C 1.01552 -0.26067 0.04023 -0.063
C 0.35376 0.23357 1.15411 -0.087
C -0.74040 1.12086 1.18017 -0.064
C -1.21817 1.59589 2.47004 -0.157
C -2.03576 2.73524 2.62491 -0.010
C -2.37096 3.27971 3.84826 -0.021
C -1.83397 2.75174 5.02187 -0.248
C -2.11125 3.34322 6.29539 -0.183
N -2.35264 3.81667 7.34067 0.141
C -1.03182 1.60632 4.92498 -0.026
C -0.80161 0.99363 3.69710 -0.014
C 2.92284 -1.40899 1.25384 -0.470
C 2.06761 -2.37919 2.08064 0.002
C 3.50411 -0.29957 2.14994 0.006
H 5.72669 -3.30644 0.70580 0.095
H 5.56975 -2.15807 2.05330 0.094
H 4.55464 -3.60997 2.01055 0.089
H 3.38006 -0.06796 -1.50069 0.159
H 1.65890 -2.57210 -1.89389 0.137
H 1.35701 -0.94389 -2.55153 0.115
H 2.11658 -3.97054 -3.68126 0.112
H 3.63032 -4.61776 -5.57372 0.101
H 5.22039 -2.93020 -6.52135 0.099
H 5.32205 -0.62866 -5.53713 0.102
H 3.81626 -0.02374 -3.63875 0.113
H 0.60632 -0.08264 -0.95041 0.068
H 0.81390 -0.07354 2.08893 0.063
H -0.78774 1.90886 0.27445 0.100
H -2.36431 3.28801 1.76106 0.081
H -3.00016 4.16569 3.87945 0.123
H -0.54779 1.20998 5.82154 0.123
H -0.23323 0.05685 3.69371 0.105
H 1.88633 -3.29319 1.49783 0.102
H 2.61247 -2.63280 2.99958 0.084
H 1.10638 -1.93792 2.34847 0.068
H 4.38534 0.14319 1.66658 0.099
H 2.77343 0.48804 2.34826 0.078
H 3.81369 -0.74561 3.10527 0.085
```



Computed, not measured: a structure of composition C30H34F3IrN6O8S2, with ωB97M-V with the def2-TZVPD basis set.

energy relative to the best compared isomer or geometry (same formula, charge and spin) = 0.0000 eV
multiplicity = 5
LUMO (spin up / spin down) = -0.0069 / -0.0621 Eh
frontier orbital gap (spin up / spin down) = 0.2566 / 0.2414 hartree
E = -3294.3032 a.u.

```
84
Properties=species:S:1:pos:R:3:mulliken_spin:R:1
Ir -0.42319 -0.61820 2.17568 1.670
C -1.12239 2.74099 -7.17466 0.003
O 0.22027 2.29329 -7.19801 0.027
C 0.97413 2.50732 -6.09046 0.146
C 0.57844 3.29753 -5.01497 -0.072
C 1.40445 3.42271 -3.90884 0.150
C 2.63561 2.75847 -3.86117 -0.004
C 3.05262 2.02188 -4.98791 0.128
C 2.23194 1.89044 -6.07948 -0.077
N 3.45536 2.74630 -2.75892 0.626
N 3.03810 3.37480 -1.69528 0.622
C 2.37971 2.76983 -0.69245 0.001
C 1.92650 3.59927 0.34918 0.223
C 1.10457 3.14349 1.37339 -0.069
C 0.70226 1.81991 1.40468 0.142
O -0.12280 1.33405 2.32933 0.138
C 1.21338 0.93486 0.40844 0.037
N 0.82229 -0.36485 0.54216 0.039
C 1.27249 -1.28791 -0.28140 -0.020
C 2.19584 -0.96186 -1.28282 0.060
C 2.59969 0.33882 -1.44642 -0.061
C 2.07576 1.35320 -0.61585 0.058
H -1.58790 2.35153 -8.07523 0.000
H -1.17974 3.83249 -7.18492 0.001
H -1.64883 2.35779 -6.29641 -0.001
H -0.36272 3.82973 -5.04098 -0.004
H 1.10969 4.04735 -3.07570 0.002
H 4.02602 1.54924 -4.96157 0.002
H 2.53346 1.31456 -6.94414 -0.003
H 2.22598 4.63836 0.31251 0.002
H 0.77045 3.81169 2.15610 0.001
H 0.92350 -2.30215 -0.13475 -0.018
H 2.59323 -1.75443 -1.90021 0.001
H 3.33859 0.58790 -2.19327 -0.019
O -0.78621 -2.47152 1.75961 0.064
N -1.75962 -3.11922 2.44417 -0.030
C -2.01443 -4.37299 2.00844 0.009
C -2.95563 -5.12519 2.64489 -0.007
C -3.61278 -4.57619 3.75485 0.008
C -3.31325 -3.30969 4.18011 -0.006
C -2.35408 -2.53598 3.50268 -0.005
S -1.89929 -0.94649 3.96096 0.031
H -1.39512 -4.68608 1.17995 -0.001
H -3.16433 -6.12374 2.29389 0.000
H -4.35044 -5.15985 4.28912 0.001
H -3.79186 -2.87089 5.04353 0.000
C -1.57806 -0.13706 -1.86053 -0.003
N -1.93899 1.04903 -1.11038 -0.004
C -1.89387 2.29062 -1.86172 -0.001
C -1.87090 3.47957 -0.92623 0.009
C -3.02225 3.32478 0.04661 0.001
N -2.88345 2.06743 0.76076 -0.002
C -3.41557 2.00078 2.10767 -0.002
C -2.43215 0.93850 0.15641 0.053
O -2.44181 -0.16188 0.74505 0.056
H -2.20168 -0.22067 -2.75608 0.000
H -1.72535 -1.01682 -1.24240 -0.001
H -0.53381 -0.07969 -2.17568 0.003
H -2.75798 2.35236 -2.53806 0.001
H -0.99723 2.26282 -2.48235 0.003
H -1.95489 4.40968 -1.48918 0.000
H -0.92947 3.49447 -0.37284 0.000
H -3.97927 3.36191 -0.48994 0.000
H -3.03197 4.12771 0.78391 -0.001
H -4.50919 2.04764 2.10460 0.000
H -3.02852 2.83992 2.68732 0.002
H -3.10898 1.07244 2.57588 0.001
C 2.55169 -2.40694 5.41889 0.008
C 1.21487 -1.99051 4.84552 -0.002
O 1.40422 -1.11276 3.72112 0.118
H 2.40214 -3.07302 6.27058 0.001
H 3.12083 -1.53748 5.74963 0.000
H 3.13563 -2.94511 4.67101 -0.001
H 0.62316 -1.43266 5.56974 0.003
H 0.64700 -2.87017 4.53158 -0.002
H 1.84667 -1.66723 3.03776 -0.023
F 3.72414 -5.28712 3.03634 0.000
C 3.17552 -5.32149 1.81704 0.001
F 2.87722 -6.59030 1.52814 0.000
F 4.08816 -4.89519 0.93900 0.000
S 1.66695 -4.27401 1.75713 -0.008
O 0.87342 -4.73439 2.87291 -0.002
O 1.11525 -4.52058 0.44221 0.000
O 2.20884 -2.92514 1.91073 -0.001
```



Computed, not measured: the ion C30H34NO2 with charge +1 in a non-equilibrium geometry, with ωB97M-V with the def2-TZVPD basis set.

total charge = +1
energy relative to the best compared isomer or geometry (same formula, charge and spin) = 0.0000 eV
LUMO = -0.1320 Eh
frontier orbital gap = 0.2546 hartree
E = -1368.4933 a.u.
structure (SMILES) = Cc1ccc([C@H](c2ccc(Oc3ccccc3)cc2)[C@H]2CCCCC2=[N+]2CCOCC2)cc1

```
67
Properties=species:S:1:pos:R:3:nbo_charge:R:1
C 3.81825 -3.97976 1.34737 -0.634
C 2.71721 -3.00412 1.01939 -0.029
C 1.36382 -3.35770 0.99165 -0.159
C 0.38213 -2.37331 0.79299 -0.248
C 0.74877 -1.02585 0.65767 -0.010
C -0.28091 0.14123 0.56063 -0.291
C -0.52444 0.33520 -0.99853 -0.084
C 0.13416 -0.36856 -2.01632 -0.130
C -0.10631 -0.14649 -3.38141 -0.302
C -1.09247 0.77736 -3.75759 0.333
O -1.33522 1.18966 -5.05612 -0.499
C -1.10644 0.43086 -6.20739 0.288
C -2.22418 0.10852 -6.98817 -0.247
C -2.05686 -0.71804 -8.09929 -0.190
C -0.78662 -1.18163 -8.44776 -0.220
C 0.32860 -0.74278 -7.73615 -0.194
C 0.18528 0.07984 -6.60999 -0.275
C -1.86270 1.38946 -2.76179 -0.277
C -1.61743 1.12948 -1.42809 -0.146
C 0.04057 1.30252 1.39811 -0.271
C -0.01714 2.69546 0.68963 -0.417
C -0.74437 3.86947 1.34522 -0.398
C -0.30917 4.04966 2.77953 -0.397
C -0.45086 2.76353 3.60542 -0.507
C -0.45498 1.43596 2.91808 0.541
N -0.55697 0.41408 3.79046 -0.295
C -0.55987 0.69014 5.25965 -0.257
C -0.66742 -0.58560 6.08724 -0.090
O -1.43082 -1.61708 5.45096 -0.493
C -0.75743 -2.05948 4.27756 -0.080
C -0.41891 -0.94854 3.30441 -0.267
C 2.09637 -0.71803 0.46950 -0.237
C 3.07344 -1.69884 0.68613 -0.200
H 4.65966 -3.90766 0.64222 0.230
H 4.22144 -3.74931 2.34271 0.226
H 3.47367 -5.01828 1.36998 0.225
H 1.07024 -4.40225 1.13556 0.219
H -0.66724 -2.66929 0.78477 0.218
H -1.25842 -0.24778 0.86193 0.225
H 0.89367 -1.11542 -1.77314 0.217
H 0.45312 -0.68873 -4.14186 0.239
H -3.20489 0.48437 -6.69949 0.231
H -2.92913 -0.99664 -8.68848 0.224
H -0.66420 -1.87948 -9.28225 0.224
H 1.33077 -1.03629 -8.04391 0.221
H 1.04315 0.44267 -6.04694 0.226
H -2.64905 2.08576 -3.07389 0.237
H -2.25955 1.62522 -0.69416 0.197
H 1.11540 1.26343 1.67195 0.272
H -0.42514 2.61100 -0.31031 0.256
H 1.00816 3.04292 0.48718 0.216
H -1.83094 3.72803 1.29022 0.202
H -0.50119 4.76954 0.76779 0.238
H 0.73568 4.38200 2.80045 0.212
H -0.91687 4.83594 3.24330 0.231
H 0.37231 2.81123 4.35243 0.259
H -1.41028 2.84502 4.15062 0.259
H 0.37614 1.18600 5.56597 0.226
H -1.40655 1.33452 5.53747 0.233
H 0.35442 -0.94104 6.32254 0.178
H -1.23279 -0.40041 7.00977 0.228
H 0.18264 -2.58317 4.53032 0.180
H -1.44300 -2.76934 3.79752 0.216
H -1.10828 -1.07534 2.46589 0.233
H 0.61739 -1.10088 2.96707 0.245
H 2.35754 0.28127 0.12663 0.218
H 4.11503 -1.42422 0.58718 0.223
```